Version a
Entry from the OMol25 dataset: a structure of composition H28O14 (ωB97M-V/def2-TZVPD).

Properties
Frontier orbital gap, eV: 6.57

ORCA input file:
```
! RIJCOSX wB97M-V def2-TZVPD def2/J DEFGRID3
* xyz 0 1
H 0.0145 0.4824 0.3843
H 1.0509 -0.4765 0.9467
H 0.2312 0.5531 -2.2428
H 0.6112 -0.1826 -0.9683
H 1.3003 2.3014 0.4877
H 2.1819 1.5175 1.4460
H -1.6556 -0.1810 -4.7283
H -1.6945 -0.8791 -3.3788
H -2.1260 2.1384 0.5826
H -3.5684 1.7731 0.2729
H -0.8748 3.0204 2.8330
H -0.8496 1.9673 1.7374
H 3.9661 -4.3276 -0.3620
H 4.2199 -3.8382 1.0543
H -2.8966 -1.0380 -0.4593
H -1.9729 -2.1398 -0.9522
H 4.5226 -1.5688 1.8432
H 3.5227 -1.5030 2.9859
H -2.7182 -3.9846 -0.1543
H -1.5487 -3.3189 0.5522
H 1.8133 -2.7038 -2.6138
H 1.6528 -1.2033 -2.7947
H -0.7520 3.2507 -1.4522
H -1.2974 3.8564 -0.1694
H -0.6939 0.4736 3.8004
H 0.6262 1.2225 3.7204
H -1.6856 2.4965 -2.5360
H -1.8044 1.2931 -1.6152
O 0.4040 0.1858 1.2146
O 0.9328 0.4842 -1.5855
O 1.2593 1.7238 1.2583
O -1.1142 -0.3665 -3.9528
O -2.9305 1.8040 0.9948
O -0.4708 2.8193 1.9813
O 3.9570 -3.5304 0.1796
O -2.4892 -1.8674 -0.1852
O 4.3479 -1.9250 2.7216
O -2.4337 -3.6666 0.7100
O 2.0425 -1.8605 -2.2073
O -0.5606 3.9217 -0.7874
O -0.2502 1.1826 3.3214
O -2.2692 2.0938 -1.8831
*
```

Version b
Entry from the OMol25 dataset: a cluster of 14 separate species, H28O14 in total (ωB97M-V/def2-TZVPD).

Properties
Frontier orbital gap, eV: 8.76

ORCA input file:
```
! RIJCOSX wB97M-V def2-TZVPD def2/J DEFGRID3
* xyz 0 1
H 0.4307 -0.9054 -0.2656
H -0.8359 0.0439 -0.5142
H 2.6468 3.1936 1.1886
H 1.3018 2.5852 0.8143
H 2.9428 -3.8002 -1.7762
H 2.5706 -2.7641 -0.9126
H -0.5421 4.3717 0.0927
H 0.5540 4.1801 0.9032
H 4.4696 -1.0616 -0.0566
H 3.5617 -0.1354 0.5196
H -3.0772 1.6673 -0.0946
H -2.9752 0.2827 -0.2030
H 0.8315 -1.5227 2.1938
H 0.8102 -2.7493 1.2469
H 0.5579 2.4433 3.2813
H -0.0397 1.7670 4.6405
H -5.0508 -0.4991 -2.0338
H -3.6900 -0.2839 -2.6811
H -0.5012 -4.1691 2.2249
H -1.7437 -4.1579 3.1108
H 3.6988 -0.7662 -1.8634
H 2.1477 -0.7537 -1.6451
H -2.2508 -1.8235 -0.3502
H -2.9649 -2.4683 0.9705
H -5.4974 2.5974 -0.5673
H -4.3855 1.5511 -1.0727
H 3.6820 1.9539 -0.5354
H 4.1048 2.4498 -1.7845
O -0.4270 -0.5006 0.1094
O 2.1499 2.9538 0.3910
O 2.2109 -3.2853 -1.6505
O 0.4385 4.2949 -0.0053
O 3.5346 -0.7780 -0.1344
O -2.7751 1.0100 -0.7018
O 0.4974 -1.8066 1.3505
O 0.3756 1.5887 3.8075
O -4.4055 -0.8715 -2.5522
O -1.4076 -3.6893 2.3699
O 2.9443 -1.2207 -2.0513
O -2.1440 -2.1628 0.5784
O -4.5584 2.4713 -0.6845
O 3.4720 1.8428 -1.4307
*
```

Which of them is most stable, and which least? Most stable: version b; least stable: version a.

Version a
Entry from the OMol25 dataset: the ion C2H7N2OS with charge +1 (ωB97M-V/def2-TZVPD).

Properties
Frontier orbital gap, eV: 9.38
Structure (SMILES): C[NH2+][C@]1(N)OS1

ORCA input file:
```
! RIJCOSX wB97M-V def2-TZVPD def2/J DEFGRID3
* xyz 1 1
C 0.6088 -0.6631 1.4591
N -0.3755 -0.6629 0.3614
C -0.3537 0.5683 -0.6031
N 0.3235 0.2897 -1.8583
O -0.0546 1.7389 0.0576
S -1.7288 1.6792 -0.4128
H 1.5079 -0.2695 0.9993
H 0.5049 -0.0780 2.4262
H 0.8950 -1.6842 1.7962
H -1.3268 -0.6396 0.8101
H -0.3098 -1.4491 -0.2364
H -0.4113 -0.0418 -2.5700
H 0.7206 1.2120 -2.2292
*
```

Version b
Entry from the OMol25 dataset: a cluster of 3 separate species, C2H7N2OS in total (ωB97M-V/def2-TZVPD).

Properties
Frontier orbital gap (alpha / beta), eV: 6.89 / 6.87

ORCA input file:
```
! RIJCOSX wB97M-V def2-TZVPD def2/J DEFGRID3
* xyz 1 1
C 0.5924 -2.6556 -0.0291
C -0.5462 -3.2294 0.1888
N 0.4043 0.6889 -1.0450
N -0.1697 2.7204 0.7176
O 1.5324 -2.0120 -0.3249
S -0.4235 0.5531 -2.3774
H -0.6414 -4.0718 -0.4419
H -1.1987 -2.8629 0.9974
H 0.8128 -0.1607 -0.6168
H 0.0755 1.9558 -0.0324
H -1.0645 3.0430 0.9812
H 0.4630 3.5406 0.3996
H 0.1636 2.4906 1.5830
*
```

Which of them is most stable, and which least? Most stable: version a; least stable: version b.

Version a
Entry from the OMol25 dataset: a cluster of 5 separate species, C3H16O5 in total (ωB97M-V/def2-TZVPD).

Properties
Frontier orbital gap, eV: 11.47
Structure (SMILES): CCCO.O.O.O.O

ORCA input file:
```
! RIJCOSX wB97M-V def2-TZVPD def2/J DEFGRID3
* xyz 0 1
C -1.6832 2.3229 -0.1087
C -0.8051 1.1728 0.2762
C -1.0504 0.6274 1.7027
O -0.2555 -0.6013 1.9036
H -1.4794 3.1693 0.5248
H -1.4014 2.5560 -1.1660
H -2.7213 2.1967 -0.1270
H 0.2840 1.3364 0.1881
H -1.0169 0.2279 -0.3790
H -2.1058 0.3011 1.7848
H -0.6361 1.4900 2.3995
H -0.2652 -0.7400 2.8582
O 2.8338 -0.9456 0.9634
H 2.0890 -0.6735 1.4663
H 2.9066 -0.1933 0.2491
O 3.0066 0.1854 -2.5624
H 2.8987 0.1395 -3.5814
H 2.8755 -0.7263 -2.0903
O 0.9832 -1.4838 -0.9627
H 0.2675 -2.0740 -1.1597
H 1.4488 -1.9235 -0.2336
O -2.1575 -2.5141 -0.5905
H -1.7754 -1.8080 0.0184
H -2.2407 -2.0422 -1.3740
*
```

Version b
Entry from the OMol25 dataset: a structure of composition C3H16O5 (ωB97M-V/def2-TZVPD).

Properties
Frontier orbital gap, eV: 7.20

ORCA input file:
```
! RIJCOSX wB97M-V def2-TZVPD def2/J DEFGRID3
* xyz 0 1
O 5.1871 -6.1865 12.5307
H 5.1608 -6.1406 11.5749
H 5.4126 -7.0970 12.7212
O 6.3517 -4.7625 13.0108
H 6.4808 -4.4289 12.1230
H 5.6963 -5.4534 12.9146
O 7.5399 -4.3549 10.7153
H 7.7363 -5.2315 10.3847
H 7.9749 -4.3166 11.5671
O 6.6123 -3.0644 13.6544
H 6.5493 -3.9208 13.2314
H 5.8959 -2.5558 13.2745
C 6.7552 -7.7338 14.4068
C 5.8886 -7.1268 15.5336
C 5.7701 -5.5989 15.4474
O 4.5732 -7.5268 15.5935
H 6.1393 -7.7222 13.5076
H 7.0714 -8.7646 14.5662
H 7.6914 -7.1892 14.2835
H 6.2576 -7.2830 16.5472
H 5.1976 -5.2841 14.5748
H 6.7645 -5.1610 15.3610
H 5.4106 -5.0838 16.3381
H 4.5634 -8.4780 15.4640
*
```

Which of them is most stable, and which least? Most stable: version a; least stable: version b.

Version a
Entry from the OMol25 dataset: a cluster of 2 separate species, C2H13N6 in total (ωB97M-V/def2-TZVPD).

Properties
Frontier orbital gap, eV: 10.58

ORCA input file:
```
! RIJCOSX wB97M-V def2-TZVPD def2/J DEFGRID3
* xyz 1 1
C 1.0162 0.4271 0.5248
C 0.0568 -0.7926 0.7990
N 1.2873 0.2523 -0.9275
N 0.1212 1.6129 0.5620
N 2.0756 0.4261 1.4983
N 0.2549 -1.5945 1.7703
N -0.8427 -1.0247 -0.1812
N -2.5053 0.1356 -1.9533
H 1.9461 0.9350 -1.3268
H 1.5973 -0.7275 -1.0651
H -0.6047 1.4453 -0.0662
H 0.6956 2.4418 0.4857
H 2.9926 0.5653 1.0236
H 1.9569 1.2458 2.1384
H -0.2537 -2.5262 1.7455
H 1.0141 -1.3031 2.3082
H -1.0434 -0.3389 -0.9232
H -1.6651 -1.6507 0.0625
H -3.2485 -0.5167 -1.7704
H -2.0395 -0.0982 -2.8812
H -2.8116 1.0857 -1.8231
*
```

Version b
Entry from the OMol25 dataset: a cluster of 3 separate species, C2H13N6 in total (ωB97M-V/def2-TZVPD).

Properties
Frontier orbital gap, eV: 10.52

ORCA input file:
```
! RIJCOSX wB97M-V def2-TZVPD def2/J DEFGRID3
* xyz 1 1
C 0.0847 -1.8041 1.7502
C -0.4716 0.7998 -0.0800
N 0.9606 -2.6584 1.1694
N -1.1662 -2.3995 1.8389
N 0.4150 -0.6882 2.2765
N -0.7505 1.1307 -1.3416
N 0.5312 1.2295 0.5861
N 0.4841 2.7435 -3.2092
H 0.6460 -3.6483 0.9172
H 1.8794 -2.7442 1.6035
H -1.2593 -3.4377 1.7388
H -1.9351 -2.0229 2.3149
H -1.0159 0.0334 0.4629
H -0.2676 -0.2692 2.8980
H -0.1645 1.8639 -1.9159
H -1.6303 0.7601 -1.7063
H 0.9660 0.7023 1.4175
H 1.0909 1.8280 -0.0402
H 0.8528 3.7265 -3.1448
H -0.3779 2.5997 -3.6152
H 1.1282 2.2552 -3.9208
*
```

Which of them is most stable, and which least? Most stable: version b; least stable: version a.